C2Cl3F | ωB97M-V with the def2-TZVPD basis set

SMILES: FC(Cl)=C(Cl)Cl
HOMO level, eV: -9.77
Relative energy (zero: lowest compared OMol25 entry of this formula, charge and spin), eV: 0.663
DFT total energy, eV: -42357.1465
F_max, eV Å⁻¹: 6.2

The geometry in XYZ format:
```
6
C2Cl3F | the OMol25 dataset | ωB97M-V with the def2-TZVPD basis set
C -0.46 -0.40 0.10
C 0.58 0.27 -0.12
F -0.50 -1.73 0.32
Cl -2.07 0.25 -0.23
Cl 0.40 2.02 0.13
Cl 2.04 -0.42 -0.20
```

---

C2Cl3O2 | ωB97M-V with the def2-TZVPD basis set

SMILES: O=C([O-])C(Cl)(Cl)Cl
HOMO level, eV: -4.98
Relative energy (zero: lowest compared OMol25 entry of this formula, charge and spin), eV: 0.000
DFT total energy, eV: -43738.0164
Total charge: -1
F_max, eV Å⁻¹: 1.6

The geometry in XYZ format:
```
7
C2Cl3O2 | the OMol25 dataset | ωB97M-V with the def2-TZVPD basis set
C 1.15 0.02 -0.07
C -0.56 0.00 0.07
O 1.61 0.05 1.06
O 1.63 -0.11 -1.18
Cl -1.32 -1.58 0.35
Cl -1.32 1.13 1.29
Cl -1.18 0.49 -1.52
```

---

C2ClF4N | ωB97M-V with the def2-TZVPD basis set

HOMO level (spin up / spin down), eV: -9.31 / -11.73
Relative energy (zero: lowest compared OMol25 entry of this formula, charge and spin), eV: 4.010
DFT total energy, eV: -26952.1748
F_max, eV Å⁻¹: 3.5

The geometry in XYZ format:
```
8
C2ClF4N | the OMol25 dataset | ωB97M-V with the def2-TZVPD basis set
C -1.47 -1.05 -0.57
C 1.28 1.12 0.69
N -2.06 -0.17 0.01
F -0.15 -1.23 -0.69
F 2.01 0.10 1.03
F 1.33 1.43 -0.58
F 1.38 2.14 1.50
Cl -2.32 -2.35 -1.40
```

---

C2ClN3O2S | ωB97M-V with the def2-TZVPD basis set

HOMO level, eV: -9.84
Relative energy (zero: lowest compared OMol25 entry of this formula, charge and spin), eV: 0.000
DFT total energy, eV: -33990.9826
F_max, eV Å⁻¹: 5.1

The geometry in XYZ format:
```
9
C2ClN3O2S | the OMol25 dataset | ωB97M-V with the def2-TZVPD basis set
C -0.11 0.51 -0.10
C 0.08 -1.47 0.13
N -1.28 0.61 -0.60
N -1.04 -1.90 -0.26
N 0.86 1.56 0.17
O 0.94 2.55 -0.47
O 1.52 1.31 1.15
S -2.12 -0.73 -0.85
Cl 1.17 -2.44 0.84
```

---

C2ClNa4O10 | ωB97M-V with the def2-TZVPD basis set

HOMO level, eV: -2.90
Relative energy (zero: lowest compared OMol25 entry of this formula, charge and spin), eV: 6.329
DFT total energy, eV: -52727.2066
Total charge: -1
F_max, eV Å⁻¹: 10.6

The geometry in XYZ format:
```
17
C2ClNa4O10 | the OMol25 dataset | ωB97M-V with the def2-TZVPD basis set
Na 13.42 -10.46 1.18
Na 9.85 -10.90 1.13
Na 12.59 -10.52 5.14
Na 12.34 -7.51 4.17
Cl 11.67 -9.66 2.85
O 11.58 -11.05 3.08
O 11.41 -9.36 1.46
O 10.78 -8.82 3.69
O 12.89 -9.11 3.24
C 13.53 -9.14 -0.31
O 14.65 -9.39 0.04
O 12.78 -8.41 0.35
O 13.15 -9.60 -1.44
C 11.39 -9.72 6.73
O 12.64 -9.96 6.87
O 11.18 -9.34 5.59
O 10.48 -9.63 7.54
```

---

C2ClNa8O10 | ωB97M-V with the def2-TZVPD basis set

HOMO level, eV: -17.19
Relative energy (zero: lowest compared OMol25 entry of this formula, charge and spin), eV: 14.987
DFT total energy, eV: -70356.3995
Total charge: +3
F_max, eV Å⁻¹: 15.0

The geometry in XYZ format:
```
21
C2ClNa8O10 | the OMol25 dataset | ωB97M-V with the def2-TZVPD basis set
Na -1.08 0.89 0.86
Na 1.40 -1.24 2.12
Na -0.40 -3.18 0.23
Na 1.19 1.43 1.61
Na -1.29 -0.70 -1.87
Na 0.94 -2.35 -2.16
Na -0.94 -1.43 2.10
Na 1.27 1.08 -0.84
Cl -0.27 1.48 -2.93
O -0.58 0.43 -3.95
O 0.90 1.93 -3.44
O -1.48 2.45 -3.11
O -0.41 0.89 -1.59
C 0.28 -0.88 -0.09
O 0.35 -1.01 -1.33
O -0.67 -1.43 0.36
O 0.61 0.08 0.64
C 0.24 0.39 3.28
O 0.24 -0.65 3.98
O 0.11 1.52 3.83
O -0.40 0.31 2.31
```

---

C2CuFO | ωB97M-V with the def2-TZVPD basis set

HOMO level, eV: -8.09
Relative energy (zero: lowest compared OMol25 entry of this formula, charge and spin), eV: 2.374
DFT total energy, eV: -51471.8400
F_max, eV Å⁻¹: 3.2

The geometry in XYZ format:
```
5
C2CuFO | the OMol25 dataset | ωB97M-V with the def2-TZVPD basis set
C -0.74 -0.68 -1.14
C -0.49 0.15 -0.09
O -0.22 -0.59 0.91
F -1.13 1.35 0.07
Cu 1.81 -0.84 0.02
```

---

C2ErF3MgNO4S2 | ωB97M-V with the def2-TZVPD basis set

HOMO level (spin up / spin down), eV: -16.87 / -16.84
Relative energy (zero: lowest compared OMol25 entry of this formula, charge and spin), eV: 0.000
DFT total energy, eV: -74623.4868
Expectation value of S²: 6.008
Total charge: +2
F_max, eV Å⁻¹: 3.1
2S+1: 5

The geometry in XYZ format:
```
14
C2ErF3MgNO4S2 | the OMol25 dataset | ωB97M-V with the def2-TZVPD basis set
O 2.87 -2.47 -2.92
C 1.86 -1.86 -2.69
O 1.26 -0.89 -3.18
Mg 0.93 -2.69 -0.62
Er -0.42 0.46 -2.34
N -0.24 -0.83 0.83
S -1.51 -1.18 -0.41
S 0.10 0.69 1.03
O 0.05 1.47 -0.26
O 1.29 0.88 1.84
C -1.30 1.47 2.00
F -2.39 1.56 1.25
F -1.56 0.72 3.06
F -0.94 2.68 2.39
```

---

C2F18NO8P3S2V3 | ωB97M-V with the def2-TZVPD basis set

HOMO level (spin up / spin down), eV: -14.08 / -14.24
Relative energy (zero: lowest compared OMol25 entry of this formula, charge and spin), eV: 0.000
DFT total energy, eV: -195454.0807
Expectation value of S²: 30.019
Total charge: +1
F_max, eV Å⁻¹: 14.1
2S+1: 11

The geometry in XYZ format:
```
37
C2F18NO8P3S2V3 | the OMol25 dataset | ωB97M-V with the def2-TZVPD basis set
V -15.38 35.64 -22.92
V -16.18 38.96 -21.87
V -13.03 37.58 -20.85
P -14.25 37.90 -23.06
O -14.96 37.37 -21.82
O -13.51 36.61 -22.75
O -14.05 39.00 -22.06
O -15.68 37.67 -23.51
P -14.38 39.08 -18.52
F -13.54 38.73 -17.15
F -13.01 39.37 -19.42
F -14.27 37.47 -19.01
F -15.27 39.36 -19.82
F -15.76 38.82 -17.69
F -14.46 40.58 -18.01
P -18.54 36.90 -21.41
F -19.63 36.15 -22.39
F -18.71 35.68 -20.34
F -17.35 36.02 -22.11
F -17.35 37.55 -20.51
F -18.22 38.17 -22.37
F -19.56 37.81 -20.60
C -11.67 33.58 -21.91
F -10.91 32.89 -21.01
F -11.10 34.77 -22.12
F -12.01 32.86 -22.99
S -13.34 33.92 -20.84
O -13.42 32.92 -19.78
O -13.14 35.30 -20.35
N -14.66 33.92 -22.02
S -14.89 32.36 -22.28
O -15.39 32.27 -23.65
O -13.86 31.36 -21.94
C -16.41 32.03 -21.10
F -17.00 30.93 -21.45
F -15.97 32.04 -19.87
F -17.24 33.09 -21.12
```